Below is C12H20N4OPtS2SeSi as an isolated structure, with properties calculated with ωB97M-V/def2-TZVPD.

```
42
Properties=species:S:1:pos:R:3:forces:R:3
Pt -0.2928 -0.9053 0.7109 -0.07 -0.09 0.15
O -1.4963 -1.3675 2.5748 -0.09 -0.02 -0.01
N -0.8646 -2.1101 3.4465 0.17 0.08 0.06
C -1.3144 -2.1394 4.7498 0.00 -0.09 -0.03
C -0.7759 -3.0089 5.6280 0.01 -0.09 0.06
C 0.2751 -3.9397 5.2525 -0.02 0.05 -0.06
C 0.7167 -3.9130 3.9573 -0.12 0.01 0.09
C 0.2042 -3.0217 3.0111 -0.02 -0.06 -0.04
S 0.7661 -2.9134 1.4206 0.03 0.19 -0.11
H -2.1071 -1.4450 4.9777 0.03 0.04 -0.02
H -1.1589 -3.0013 6.6393 0.02 0.00 0.00
H 0.6944 -4.6185 5.9765 -0.03 0.00 0.02
H 1.5038 -4.5774 3.6264 0.01 0.01 -0.01
C 1.3659 0.9704 -4.1698 -0.05 0.08 -0.06
Si 2.3774 -0.2193 -3.1887 -0.19 -0.04 0.19
C 3.9080 0.4673 -2.4299 0.10 0.04 0.04
C 2.4966 -1.9310 -3.8581 0.02 -0.09 -0.06
Se 0.9428 -0.5578 -1.2175 0.05 0.00 0.02
H 1.8682 1.2077 -5.1118 0.00 -0.01 0.01
H 1.2285 1.9005 -3.6161 -0.01 0.01 -0.04
H 0.3871 0.5503 -4.4041 0.00 0.03 -0.03
H 4.6433 0.6826 -3.2105 -0.01 0.00 0.01
H 4.3526 -0.2444 -1.7333 0.03 0.02 0.00
H 3.6959 1.3948 -1.8970 0.04 0.00 0.00
H 3.1043 -1.9353 -4.7674 0.00 0.00 0.01
H 1.5090 -2.3202 -4.1080 0.02 -0.03 -0.02
H 2.9653 -2.5996 -3.1350 0.00 -0.02 -0.03
C -1.4078 4.1373 -2.3105 0.00 -0.02 0.04
C -1.3829 4.2526 -0.7842 0.01 -0.02 -0.05
C -1.7288 2.9548 -0.1249 -0.11 0.12 -0.01
N -0.9163 1.9790 0.0230 0.04 -0.26 0.10
N -1.5050 0.8735 0.6142 0.06 0.17 -0.27
C -2.7815 1.0462 0.8934 0.15 -0.05 0.03
N -3.5802 0.1189 1.4364 -0.01 -0.08 0.04
S -3.3363 2.6154 0.4562 -0.09 0.11 -0.03
H -1.1655 5.0964 -2.7650 0.00 0.00 -0.01
H -2.3913 3.8305 -2.6681 0.00 0.01 0.00
H -0.6781 3.4001 -2.6460 -0.01 0.00 -0.01
H -2.0805 5.0232 -0.4553 0.01 0.01 0.03
H -0.3908 4.5434 -0.4394 0.01 0.00 0.00
H -3.1427 -0.6563 1.9235 0.01 -0.02 0.01
H -4.5076 0.3799 1.7225 0.01 -0.01 -0.02
```
Forces are in eV/Å.

## Properties
⟨S²⟩ ... 8.79
HOMO energy (spin up / spin down) ... -7.944 / -11.066 eV
Largest force on an atom ... 0.3 eV/A
Total charge ... +1
Energy above the lowest of the compared OMol25 structures with the same formula, charge and spin ... 2.6 kcal per mole
Energy ... -118907.218 eV
2S+1 ... 6

---

Below is C12H20N5O4Tm as an isolated structure at a distorted geometry, with properties calculated with ωB97M-V/def2-TZVPD.

```
42
Properties=species:S:1:pos:R:3:forces:R:3
Tm 0.2887 -0.1509 -0.4756 0.55 2.02 0.34
C 2.4957 -0.3904 1.8773 -0.06 0.05 0.09
C 2.9752 -1.1362 0.6450 -0.01 0.06 -0.19
N 2.6797 -0.3901 -0.6220 0.08 -0.02 0.04
C 3.4499 0.8777 -0.7641 0.10 -0.21 0.06
C 2.5605 2.0479 -1.1365 -0.06 0.09 0.01
N 1.3273 2.1146 -0.2935 0.08 0.02 0.01
C 1.6140 2.4593 1.1332 0.05 0.11 -0.14
C 0.9259 1.5381 2.1279 0.08 -0.07 0.00
N 1.0786 0.0987 1.7665 0.02 0.03 -0.07
H 3.1353 0.4652 2.0871 -0.01 0.01 0.02
H 2.5893 -1.0617 2.7295 -0.02 0.03 0.05
H 2.4826 -2.1046 0.5697 -0.02 -0.04 -0.04
H 4.0476 -1.3140 0.7437 0.02 -0.03 -0.01
H 2.9406 -1.0184 -1.3782 0.00 0.01 -0.02
H 4.2203 0.7650 -1.5261 0.02 0.03 -0.01
H 3.9790 1.0724 0.1676 -0.01 0.01 0.01
H 2.2379 1.9624 -2.1771 -0.01 0.00 -0.02
H 3.1427 2.9681 -1.0529 -0.04 0.06 -0.05
H 0.7695 2.8709 -0.6805 -0.03 -0.01 0.01
H 1.2983 3.4819 1.3387 0.01 0.01 0.02
H 2.6924 2.4472 1.2813 0.01 -0.03 0.01
H -0.1436 1.7534 2.1794 -0.03 0.00 0.00
H 1.3483 1.7415 3.1138 -0.09 -0.05 0.09
H 0.5165 -0.4360 2.4246 0.02 -0.01 0.01
C -3.6165 1.6224 -0.9898 0.08 -0.03 0.00
C -3.2249 0.1919 -0.8717 -0.05 -0.01 0.00
N -1.9932 -0.3042 -0.8865 0.06 -0.55 0.10
C -2.1349 -1.7078 -0.7650 0.06 0.13 -0.15
C -3.4441 -2.0187 -0.6664 -0.34 0.30 0.12
N -4.1090 -0.8130 -0.7447 -0.10 0.04 0.02
C -4.0966 -3.3213 -0.2945 0.00 -0.54 -0.29
O -5.0416 -3.7945 -1.1203 0.19 0.32 0.06
O -3.7723 -3.8804 0.7020 -0.04 0.15 0.14
C -0.9983 -2.6732 -0.8788 0.51 0.28 0.03
O -1.1715 -3.7773 -1.2732 0.16 -0.22 0.14
O 0.2141 -2.1128 -0.5580 -1.06 -1.81 -0.40
H -2.7291 2.2434 -1.0853 0.00 0.01 0.00
H -4.1799 1.9518 -0.1169 -0.01 -0.02 0.01
H -4.2353 1.7808 -1.8731 -0.01 -0.01 0.00
H -5.1101 -0.6867 -0.6712 0.01 -0.03 0.01
H -5.0090 -3.3624 -1.9854 -0.09 -0.08 -0.01
```
Forces are in eV/Å.

## Properties
⟨S²⟩ ... 2.00
HOMO energy (spin up / spin down) ... -15.609 / -15.609 eV
Largest force on an atom ... 2.1 eV/A
Total charge ... +2
Energy ... -57927.906 eV
2S+1 ... 3

---

Below is a 5-piece molecular cluster, C12H20N5O6P overall at a distorted geometry, with properties calculated with ωB97M-V/def2-TZVPD.

```
44
Properties=species:S:1:pos:R:3:forces:R:3
C -1.6135 2.5571 -1.2475 0.29 -0.34 -0.14
C -1.5655 1.0710 -1.4477 -0.95 -0.48 -0.05
O -2.4805 0.4108 -1.8593 0.94 0.25 0.33
N -0.2660 0.4060 -1.1457 0.08 0.86 -0.70
O 0.4360 1.2902 -0.2510 -0.40 -0.58 0.17
P 1.3425 0.4981 0.8401 1.09 0.24 0.40
O 2.7562 0.7241 0.5803 0.31 0.08 -0.32
O 0.8672 1.0776 2.2378 -0.52 -0.17 -0.32
O 0.8995 -1.0009 0.9264 -0.52 -0.01 -0.03
C 0.4798 0.4002 -2.4153 0.12 -0.70 -1.41
C 1.6341 1.3543 -2.5865 -0.12 -0.26 0.20
O 0.1391 -0.3471 -3.2987 -0.12 0.48 1.09
H -0.7179 3.0654 -1.5955 -0.08 -0.24 0.08
H -1.7073 2.7916 -0.1944 -0.09 0.09 0.21
H -2.4590 2.9314 -1.8020 -0.33 0.07 0.00
H 0.8128 2.0343 2.1505 0.04 0.27 0.37
H 0.6659 -1.3697 0.0632 -0.12 -0.23 -0.02
H 2.4959 0.9982 -2.0324 0.12 0.10 0.35
H 1.3774 2.3544 -2.2618 0.06 0.17 0.20
H 1.8965 1.3519 -3.6322 -0.08 -0.05 -0.32
C -1.4935 -3.9089 1.5407 0.15 -0.27 -0.24
C -0.6736 -4.4074 0.4395 -0.02 0.21 0.21
N -0.0166 -4.7547 -0.4344 0.16 -0.05 -0.14
H -1.4560 -4.6061 2.3728 0.02 0.02 0.05
H -1.1170 -2.9445 1.8715 0.02 0.02 0.04
H -2.5193 -3.7978 1.2138 -0.06 -0.01 -0.06
C -4.2262 -0.2696 1.8028 0.02 -0.06 -0.03
C -3.9114 -1.5531 2.4204 -0.08 0.19 -0.02
N -3.6607 -2.5599 2.9069 -0.15 0.00 0.19
H -3.5127 0.4817 2.1350 0.01 0.02 0.01
H -4.1734 -0.3584 0.7191 0.01 0.01 -0.03
H -5.2293 0.0394 2.0878 -0.02 0.02 0.00
C 2.2288 5.9288 -2.8867 -0.02 -0.01 0.02
C 1.0082 5.4217 -2.2720 0.15 0.07 -0.08
N 0.0482 5.0217 -1.7897 0.06 0.25 0.02
H 2.9810 6.1018 -2.1204 0.02 0.00 0.01
H 2.6082 5.2033 -3.6032 0.01 0.00 -0.01
H 2.0193 6.8639 -3.4011 0.00 0.01 -0.01
C 3.1289 -4.6259 2.4890 -0.03 0.01 0.00
C 1.8145 -4.9912 3.0023 0.18 0.03 -0.10
N 0.7812 -5.2830 3.4013 -0.17 -0.05 0.12
H 3.8342 -4.5377 3.3123 0.02 0.01 0.01
H 3.4772 -5.3897 1.7976 0.00 0.00 -0.03
H 3.0669 -3.6734 1.9666 0.00 0.01 -0.02
```
Forces are in eV/Å.

## Properties
HOMO energy ... -10.512 eV
Largest force on an atom ... 1.6 eV/A
Energy above the lowest of the compared OMol25 structures with the same formula, charge and spin ... 0.0 kcal per mole
Structure (SMILES) ... CC(=O)N(OP(=O)(O)O)C(C)=O.CC#N.CC#N.CC#N.CC#N
Energy ... -41792.968 eV